{
  "formula": "C4H8O",
  "method": "ωB97M-V/def2-TZVPD",
  "e_homo_ev": -9.5,
  "mol_weight_g_mol": 72.107,
  "gap_ev": 10.461,
  "energy_ev": -6323.5160,
  "charge": 0,
  "max_force_ev_per_a": 3.78,
  "symbols": ["C", "C", "C", "C", "O", "H", "H", "H", "H", "H", "H", "H", "H"],
  "positions_angstrom": [[1.40506, -0.78768, 0.11124], [0.42988, 0.17265, -0.54524], [-0.27917, 1.15463, 0.40029], [-1.05747, 0.09233, -0.43701], [-1.66536, -1.06450, 0.02373], [2.40088, -0.43343, 0.22580], [0.99818, -1.17295, 1.08315], [1.43941, -1.64093, -0.60536], [0.77911, 0.67821, -1.43440], [-0.29187, 0.89034, 1.49466], [-0.42811, 2.21647, 0.19172], [-1.44606, 0.63183, -1.30505], [-2.28447, -0.73697, 0.79647]]
}

{
  "formula": "C4H8O",
  "method": "ωB97M-V/def2-TZVPD",
  "e_homo_ev": -9.9,
  "mol_weight_g_mol": 72.107,
  "gap_ev": 10.874,
  "energy_ev": -6324.0785,
  "charge": 0,
  "max_force_ev_per_a": 2.66,
  "symbols": ["C", "C", "C", "C", "O", "H", "H", "H", "H", "H", "H", "H", "H"],
  "positions_angstrom": [[-1.07644, -1.15212, -0.24230], [-0.28829, -0.16319, 0.00607], [-0.75110, 1.24572, -0.02468], [1.09074, -0.37332, 0.53081], [2.06390, 0.10403, -0.44264], [-0.70140, -2.13275, -0.10801], [-2.11110, -1.08443, -0.51115], [-0.51285, 1.83616, 0.89044], [-1.76201, 1.37229, -0.23038], [-0.16621, 1.78791, -0.75669], [1.26489, 0.19936, 1.46827], [1.24601, -1.49154, 0.73800], [1.70383, -0.14813, -1.31775]]
}

{
  "formula": "C4H8O",
  "method": "ωB97M-V/def2-TZVPD",
  "e_homo_ev": -10.0,
  "mol_weight_g_mol": 72.107,
  "gap_ev": 11.062,
  "energy_ev": -6323.0269,
  "charge": 0,
  "max_force_ev_per_a": 3.65,
  "symbols": ["C", "C", "O", "C", "C", "H", "H", "H", "H", "H", "H", "H", "H"],
  "positions_angstrom": [[1.61018, 0.73594, -0.08925], [0.69886, -0.32678, 0.40436], [0.07148, -1.08610, -0.59349], [-0.75200, -0.39462, 0.37322], [-1.63056, 0.71910, -0.10942], [1.05008, 1.57107, -0.67072], [2.40313, 0.25465, -0.62778], [2.07582, 1.26902, 0.78518], [1.25638, -0.86928, 1.16037], [-1.24874, -1.06125, 1.11165], [-2.84212, 0.38686, -0.06064], [-1.34187, 1.16519, -1.18473], [-1.48345, 1.57065, 0.76114]]
}

{
  "formula": "C4H8O",
  "method": "ωB97M-V/def2-TZVPD",
  "e_homo_ev": -10.2,
  "mol_weight_g_mol": 72.107,
  "gap_ev": 11.186,
  "energy_ev": -6324.1660,
  "charge": 0,
  "max_force_ev_per_a": 0.33,
  "symbols": ["C", "C", "C", "C", "O", "H", "H", "H", "H", "H", "H", "H", "H"],
  "positions_angstrom": [[-1.25021, -0.74085, -0.00948], [0.00554, 0.09316, -0.13615], [1.31467, -0.63662, 0.07774], [-0.07830, 1.53994, 0.08325], [0.01982, 1.00869, -1.23109], [-1.44580, -0.98998, 1.04019], [-2.10996, -0.18941, -0.40094], [-1.15894, -1.68032, -0.56626], [1.24905, -1.31453, 0.93653], [2.13934, 0.06205, 0.24815], [1.55590, -1.23546, -0.80794], [-1.03822, 1.99503, 0.33219], [0.79712, 2.08832, 0.43380]]
}

{
  "formula": "C4H8O",
  "method": "ωB97M-V/def2-TZVPD",
  "e_homo_ev": -9.5,
  "mol_weight_g_mol": 72.107,
  "gap_ev": 10.507,
  "energy_ev": -6323.3605,
  "charge": 0,
  "max_force_ev_per_a": 2.09,
  "symbols": ["C", "C", "C", "C", "O", "H", "H", "H", "H", "H", "H", "H", "H"],
  "positions_angstrom": [[-1.44438, 0.19817, 0.27108], [-0.08159, 0.12699, -0.46008], [0.62808, -1.16222, -0.13649], [1.08036, 1.30167, 0.07116], [2.02022, 0.71558, 0.54933], [-2.26709, -0.48987, -0.01913], [-1.28138, 0.03787, 1.34275], [-1.80795, 1.20815, 0.11303], [-0.23385, 0.10649, -1.56020], [1.56020, -1.35662, -0.68287], [-0.19790, -1.73784, -0.56941], [0.75722, -1.38057, 0.93463], [1.26806, 2.43220, 0.14620]]
}

{
  "formula": "C4H8O",
  "method": "ωB97M-V/def2-TZVPD",
  "e_homo_ev": [-6.7, -11.9],
  "mol_weight_g_mol": 72.107,
  "s_squared": 2.007,
  "gap_ev": [7.569, 11.481],
  "spin_multiplicity": 3,
  "energy_ev": -6320.3911,
  "charge": 0,
  "max_force_ev_per_a": 2.77,
  "symbols": ["C", "C", "C", "C", "O", "H", "H", "H", "H", "H", "H", "H", "H"],
  "positions_angstrom": [[2.75166, 0.46876, 0.30987], [-0.04105, -1.24649, -0.31427], [-0.89426, 1.01685, -0.17199], [0.03140, 0.08219, -0.79903], [3.64586, -0.28518, 0.10866], [2.83922, 1.29693, 1.13144], [-0.30604, -1.23638, 0.76616], [0.80302, -1.88890, -0.59102], [-0.95829, -1.63459, -0.65406], [-0.67804, 1.25704, 0.95328], [-1.80095, 0.51869, -0.37402], [-0.97874, 1.93419, -0.70838], [0.67849, 0.33381, -1.66116]]
}

{
  "formula": "C4H8O2",
  "method": "ωB97M-V/def2-TZVPD",
  "e_homo_ev": -9.6,
  "mol_weight_g_mol": 88.106,
  "gap_ev": 10.329,
  "energy_ev": -8371.4937,
  "charge": 0,
  "max_force_ev_per_a": 2.31,
  "symbols": ["C", "C", "O", "C", "C", "O", "H", "H", "H", "H", "H", "H", "H", "H"],
  "positions_angstrom": [[-1.70317, -0.35131, -0.55606], [-0.35932, 0.44261, -0.23244], [-0.43193, 1.39600, 0.82386], [0.74348, -0.53567, 0.21423], [2.19284, -0.12107, 0.46976], [3.12849, -0.83679, 0.18895], [-2.51629, 0.27157, -0.98511], [-1.56083, -1.15596, -1.31002], [-2.03648, -0.77530, 0.37783], [-0.38206, 0.82445, -1.23924], [-0.61498, 2.29283, 0.52084], [0.77261, -1.38029, -0.47056], [0.39444, -0.90586, 1.19642], [2.37320, 0.83477, 1.00154]]
}

{
  "formula": "C4H8O2",
  "method": "ωB97M-V/def2-TZVPD",
  "e_homo_ev": -9.9,
  "mol_weight_g_mol": 88.106,
  "gap_ev": 10.494,
  "energy_ev": -8370.9318,
  "charge": 0,
  "max_force_ev_per_a": 2.84,
  "symbols": ["C", "C", "C", "H", "H", "H", "H", "H", "H", "O", "C", "O", "H", "H"],
  "positions_angstrom": [[-1.43457, 0.06706, -0.53771], [-0.51985, -0.44504, 0.29518], [-1.03485, -1.26578, 1.47253], [-1.14268, 0.16539, -1.57013], [-2.53315, 0.16436, -0.32710], [0.48928, -0.70471, 0.05873], [-1.22503, -0.70851, 2.39815], [-1.99773, -1.67353, 1.18627], [-0.52093, -2.15797, 1.85254], [1.83616, 1.97810, -2.38517], [1.84733, 1.42101, -1.34119], [2.92548, 1.05520, -0.57185], [0.85149, 1.29561, -0.76942], [2.45906, 0.80880, 0.23919]]
}

{
  "formula": "C4H8O2",
  "method": "ωB97M-V/def2-TZVPD",
  "e_homo_ev": [-6.4, -6.4],
  "mol_weight_g_mol": 88.106,
  "gap_ev": [7.120, 7.112],
  "energy_ev": -8367.2596,
  "charge": 0,
  "max_force_ev_per_a": 2.28,
  "symbols": ["O", "C", "C", "C", "C", "O", "H", "H", "H", "H", "H", "H", "H", "H"],
  "positions_angstrom": [[-1.46704, 0.94245, -0.15757], [-1.31691, -0.41781, -0.36319], [0.58122, -0.74829, 0.67130], [0.37586, -0.99636, -0.72651], [1.49922, 1.39459, 0.36437], [0.93071, 0.37029, 1.14844], [-1.10477, 1.21363, 0.70074], [-1.85488, -0.99924, 0.42470], [-1.69879, -0.65875, -1.33368], [0.33973, -1.53609, 1.36672], [0.36236, -2.05622, -1.04170], [0.83907, -0.33487, -1.47503], [0.94892, 1.54465, -0.56217], [1.56531, 2.28201, 0.98357]]
}

{
  "formula": "C4H8O2",
  "method": "ωB97M-V/def2-TZVPD",
  "e_homo_ev": -8.8,
  "mol_weight_g_mol": 88.106,
  "gap_ev": 9.601,
  "energy_ev": -8369.1939,
  "charge": 0,
  "max_force_ev_per_a": 0.39,
  "symbols": ["O", "C", "C", "O", "C", "C", "H", "H", "H", "H", "H", "H", "H", "H"],
  "positions_angstrom": [[-1.23172, 0.34210, -1.49325], [0.10990, 0.05594, -1.46570], [0.23129, -0.61172, -0.10351], [-0.59808, -1.63511, 0.02466], [-0.31689, 0.72613, 0.99828], [0.98629, -0.17370, 1.03269], [-1.02850, 0.70194, -0.09227], [0.79735, 0.92263, -1.52369], [0.42600, -0.67678, -2.22815], [-1.29424, -1.39622, -0.64804], [-0.99965, 0.42316, 1.79035], [-0.03573, 1.77961, 1.00743], [1.88807, 0.39604, 0.82361], [1.06591, -0.85403, 1.87759]]
}

{
  "formula": "C4H8O2",
  "method": "ωB97M-V/def2-TZVPD",
  "e_homo_ev": [-7.5, -7.4],
  "mol_weight_g_mol": 88.106,
  "gap_ev": [8.171, 8.058],
  "energy_ev": -8368.9042,
  "charge": 0,
  "max_force_ev_per_a": 1.62,
  "symbols": ["C", "C", "C", "C", "O", "O", "H", "H", "H", "H", "H", "H", "H", "H"],
  "positions_angstrom": [[-1.49726, 1.07011, 1.05055], [1.14941, 0.27639, -0.86223], [-0.63962, -0.99932, 0.38321], [0.81880, -0.67334, 0.31305], [-1.57399, -0.17182, 0.71368], [0.55406, -0.12702, -2.06870], [-0.39284, -0.31355, -1.90246], [-2.42479, 1.53019, 1.33534], [-0.56832, 1.59879, 1.15411], [0.82902, 1.30196, -0.61764], [2.22282, 0.28426, -1.04329], [-1.00078, -1.97855, 0.11961], [1.15395, -0.19381, 1.23898], [1.36954, -1.60427, 0.18577]]
}

{
  "formula": "C4H8O2",
  "method": "ωB97M-V/def2-TZVPD",
  "e_homo_ev": -10.1,
  "mol_weight_g_mol": 88.106,
  "gap_ev": 11.107,
  "energy_ev": -8371.7290,
  "charge": 0,
  "max_force_ev_per_a": 0.77,
  "symbols": ["C", "C", "C", "C", "O", "O", "H", "H", "H", "H", "H", "H", "H", "H"],
  "positions_angstrom": [[-1.81827, -0.29444, -0.19635], [-0.39709, 0.02174, -0.58000], [0.70693, -0.81252, 0.08084], [1.12211, 0.51180, 0.74015], [2.29979, 1.08773, 0.28435], [0.05325, 1.21229, 0.10800], [-2.49609, 0.48795, -0.55132], [-2.12437, -1.25171, -0.62684], [-1.89822, -0.35110, 0.89440], [-0.29874, 0.12488, -1.67112], [1.46013, -1.23055, -0.59035], [0.34385, -1.57456, 0.77289], [1.10364, 0.55052, 1.83768], [1.94310, 1.51797, -0.50234]]
}

{
  "formula": "C4H8O2",
  "method": "ωB97M-V/def2-TZVPD",
  "e_homo_ev": -10.4,
  "mol_weight_g_mol": 88.106,
  "gap_ev": 11.340,
  "energy_ev": -8372.7189,
  "charge": 0,
  "max_force_ev_per_a": 0.70,
  "symbols": ["C", "C", "O", "C", "C", "O", "H", "H", "H", "H", "H", "H", "H", "H"],
  "positions_angstrom": [[-2.04349, -0.20076, 0.73498], [-1.09673, -0.04079, -0.44146], [0.21511, -0.43633, -0.02044], [1.17198, 0.16834, -0.73859], [2.32024, 0.47246, 0.16652], [1.03603, 0.47563, -1.89771], [-2.13827, -1.24857, 1.04795], [-1.70224, 0.38469, 1.60298], [-3.02361, 0.17518, 0.41796], [-1.38090, -0.63460, -1.31581], [-1.01722, 1.00461, -0.73989], [1.90656, 0.66032, 1.16445], [2.90574, 1.31414, -0.20799], [2.88869, -0.45849, 0.18813]]
}

{
  "formula": "C4H8O2",
  "method": "ωB97M-V/def2-TZVPD",
  "e_homo_ev": -10.1,
  "mol_weight_g_mol": 88.106,
  "gap_ev": 11.184,
  "energy_ev": -8372.0053,
  "charge": 0,
  "max_force_ev_per_a": 0.38,
  "symbols": ["C", "C", "C", "O", "C", "O", "H", "H", "H", "H", "H", "H", "H", "H"],
  "positions_angstrom": [[-1.78598, 0.04367, 0.36074], [-0.28068, -0.00335, 0.53672], [0.44688, -1.03354, -0.36679], [1.29106, -0.25152, -1.19209], [1.49812, 0.92938, -0.46740], [0.27398, 1.24394, 0.13227], [-2.24624, -0.89248, 0.69588], [-2.21183, 0.86600, 0.94298], [-2.03361, 0.20183, -0.69395], [-0.02762, -0.18891, 1.59156], [1.03680, -1.74133, 0.23275], [-0.23937, -1.59578, -1.00763], [2.27783, 0.77979, 0.30255], [1.78735, 1.72833, -1.15235]]
}

{
  "formula": "C4H8O2",
  "method": "ωB97M-V/def2-TZVPD",
  "e_homo_ev": -8.4,
  "mol_weight_g_mol": 88.106,
  "gap_ev": 9.423,
  "energy_ev": -8370.4492,
  "charge": 0,
  "max_force_ev_per_a": 0.24,
  "symbols": ["C", "C", "O", "C", "C", "O", "H", "H", "H", "H", "H", "H", "H", "H"],
  "positions_angstrom": [[-0.70718, -0.81532, 1.35200], [-1.31421, 0.13582, 0.64062], [-0.65551, 0.99175, -0.20445], [0.74593, 0.96529, 0.01307], [1.23102, -0.47121, 0.15075], [0.63194, -1.08690, 1.27836], [-1.23735, -1.45402, 2.04769], [-2.38219, 0.31003, 0.67923], [0.98320, 1.52271, 0.92956], [1.21044, 1.46065, -0.84348], [2.31265, -0.51254, 0.30341], [0.97048, -1.03333, -0.75689], [-0.90258, 0.13145, -2.44892], [-0.88664, -0.14436, -3.14096]]
}

{
  "formula": "C4H8O2",
  "method": "ωB97M-V/def2-TZVPD",
  "e_homo_ev": -9.7,
  "mol_weight_g_mol": 88.106,
  "gap_ev": 10.830,
  "energy_ev": -8371.0276,
  "charge": 0,
  "max_force_ev_per_a": 0.37,
  "symbols": ["C", "O", "C", "C", "C", "O", "H", "H", "H", "H", "H", "H", "H", "H"],
  "positions_angstrom": [[-1.77865, 0.85126, -0.47411], [0.57007, -0.25013, -1.05310], [1.56041, 0.21471, -0.11636], [1.00557, -0.72107, 0.96642], [-0.16801, -0.86417, -0.00835], [-1.25391, -0.09331, 0.43657], [-2.45478, 0.39245, -1.20740], [-0.98004, 1.36773, -1.01416], [-2.33595, 1.57304, 0.12638], [1.43372, 1.28328, 0.10392], [2.57131, 0.02976, -0.48985], [0.73845, -0.28361, 1.92909], [1.59454, -1.63045, 1.10048], [-0.50272, -1.86947, -0.29952]]
}

{
  "formula": "C4H8O2",
  "method": "ωB97M-V/def2-TZVPD",
  "e_homo_ev": -8.8,
  "mol_weight_g_mol": 88.106,
  "gap_ev": 9.012,
  "energy_ev": -8367.7525,
  "charge": 0,
  "max_force_ev_per_a": 0.30,
  "symbols": ["C", "O", "C", "C", "C", "O", "H", "H", "H", "H", "H", "H", "H", "H"],
  "positions_angstrom": [[-0.72984, 1.80260, -0.07716], [0.42253, 0.99647, -0.16621], [0.31599, -0.18386, 0.63082], [-0.35573, -1.29790, -0.16706], [1.59074, -0.91610, 0.88438], [0.72571, -1.85547, -0.93226], [-0.86781, 2.18684, 0.94540], [-1.64398, 1.25800, -0.36205], [-0.60010, 2.64623, -0.75851], [-0.19750, 0.05150, 1.57680], [-1.16332, -0.94003, -0.81881], [-0.72870, -2.09810, 0.47327], [2.38794, -0.42549, 0.29542], [0.99446, -1.17736, -1.56968]]
}

{
  "formula": "C4H8O2",
  "method": "ωB97M-V/def2-TZVPD",
  "e_homo_ev": -9.5,
  "mol_weight_g_mol": 88.106,
  "gap_ev": 10.365,
  "energy_ev": -8370.6178,
  "charge": 0,
  "max_force_ev_per_a": 1.41,
  "symbols": ["C", "C", "O", "H", "H", "C", "O", "C", "H", "H", "H", "H", "H", "H"],
  "positions_angstrom": [[-0.52297, -2.48628, 0.59062], [-1.26094, -1.55884, 0.06284], [-2.03281, -0.79878, -0.36527], [0.52555, -2.39072, 0.79172], [-0.94256, -3.46731, 0.71813], [0.18701, 1.60921, 0.90635], [1.06594, 1.64051, -0.18636], [0.78388, 0.78437, -1.31932], [-0.87327, 1.58647, 0.63079], [0.45665, 0.76468, 1.55476], [0.35038, 2.53666, 1.45404], [1.14007, -0.22583, -1.08566], [-0.26568, 0.81242, -1.62719], [1.38875, 1.19345, -2.12544]]
}